# 1
Entry from the Open Molecules 2025 dataset: an isolated molecule of C3H4NO2P at a distorted geometry (wB97M-V/def2-TZVPD).

Values from the calculation:
Kohn-Sham gap = 9.02 eV
HOMO energy = -8.736 eV
charge = 0
energy relative to the best compared isomer or geometry (same formula, charge and spin) = 263.74 kJ/mol
SMILES = C=NOCP=C=O
electronic energy = -663.162217 a.u.

XYZ file:
```
11
Properties=species:S:1:pos:R:3:forces:R:3
C -0.764 2.179 1.531 -0.1797 0.5385 -1.0915
C 0.032 -0.513 -0.652 0.3035 -0.3859 2.9106
C 1.332 -2.550 -1.236 -0.3329 -1.0363 0.4374
N -0.274 1.534 0.551 1.2112 -0.0115 -0.0763
O 0.934 -3.514 -1.746 0.5642 1.0383 0.0959
O -0.425 0.194 0.575 -0.9530 -2.2108 -0.9798
P 1.786 -1.238 -0.270 -0.6370 0.1698 -0.8052
H -0.376 3.176 1.409 -0.5557 0.6346 0.5487
H -1.570 1.955 2.240 0.7328 -0.5819 -0.0337
H -0.032 0.085 -1.479 0.4392 2.2250 -1.7883
H -0.642 -1.308 -0.922 -0.5927 -0.3799 0.7822
```
Positions in Å, forces in eV/Å.

These are the Mulliken partial charges, in e, on atoms 1 to 6: C -0.24; C -0.55; C 0.52; N -0.49; O -0.33; O -0.08


# 2
Entry from the Open Molecules 2025 dataset: an isolated molecule of C2H2BrN3 at a distorted geometry (wB97M-V/def2-TZVPD).

Values from the calculation:
Kohn-Sham gap = 9.64 eV
HOMO energy = -9.660 eV
charge = 0
energy relative to the best compared isomer or geometry (same formula, charge and spin) = 42.82 kJ/mol
SMILES = N#C/N=C(/N)Br
electronic energy = -2815.662198 a.u.

XYZ file:
```
8
Properties=species:S:1:pos:R:3:forces:R:3
C 1.158 -2.907 -1.427 -0.6007 -0.7380 -0.1937
C 0.756 -0.887 -0.657 0.7939 -4.1831 -1.9801
N 1.793 -3.668 -1.985 1.4194 -1.4296 -1.0266
N 0.310 -2.142 -0.809 0.3574 4.2692 1.3319
N 0.100 0.022 -0.033 -2.1563 3.8826 2.6925
Br 2.482 -0.353 -1.513 -1.3570 0.0495 0.9350
H -0.869 -0.160 0.438 2.6986 0.1785 -1.3476
H 0.563 0.968 0.138 -1.1552 -2.0292 -0.4115
```
Positions in Å, forces in eV/Å.

These are the Mulliken partial charges, in e, on atoms 1 to 6: C 0.52; C 0.58; N -0.45; N -0.63; N -0.41; Br -0.16


# 3
Entry from the Open Molecules 2025 dataset: a structure of composition C31H42N8O4S2Ti (wB97M-V/def2-TZVPD).

Values from the calculation:
Kohn-Sham gap = 3.13 eV
HOMO energy = -11.307 eV
charge = +2
energy relative to the best compared isomer or geometry (same formula, charge and spin) = 149.61 kJ/mol
electronic energy = -3590.799055 a.u.

XYZ file:
```
88
Properties=species:S:1:pos:R:3:forces:R:3
Ti 0.251 -0.383 -0.888 -0.1005 0.3689 -0.3855
C -3.596 -0.810 2.662 -0.0204 0.0265 0.0137
C -2.455 -1.377 1.860 0.0272 -0.0399 -0.0284
C -1.212 -1.616 2.459 -0.0256 -0.0217 -0.0494
C -0.973 -1.193 3.886 0.0102 -0.0084 0.0392
C -0.195 -2.291 1.763 -0.0169 0.0365 -0.1052
C 1.082 -2.594 2.506 0.0008 0.0066 0.0324
C -0.447 -2.767 0.453 0.0513 0.0385 -0.0702
C 0.361 -3.906 -0.144 -0.0017 -0.0255 0.0172
C -1.664 -2.420 -0.189 -0.0921 -0.1094 0.0456
C -2.084 -3.139 -1.450 -0.0057 -0.0376 -0.0488
C -2.649 -1.696 0.512 0.0557 0.0398 0.0365
C -3.969 -1.386 -0.140 -0.0410 0.0131 -0.0347
H -4.551 -1.203 2.319 0.0061 -0.0011 0.0074
H -3.646 0.280 2.582 -0.0001 0.0016 0.0082
H -3.512 -1.063 3.715 0.0067 -0.0028 0.0090
H 0.065 -0.911 4.065 0.0075 0.0094 0.0007
H -1.185 -2.010 4.581 -0.0138 -0.0060 -0.0166
H -1.604 -0.356 4.175 -0.0003 0.0087 -0.0006
H 0.868 -3.090 3.454 -0.0095 -0.0091 -0.0019
H 1.629 -1.678 2.753 -0.0106 -0.0027 -0.0007
H 1.767 -3.232 1.961 0.0000 -0.0040 -0.0126
H -0.270 -4.797 -0.172 0.0007 0.0068 0.0095
H 1.230 -4.168 0.448 0.0207 0.0024 0.0136
H 0.687 -3.727 -1.167 0.0116 0.0122 0.0087
H -2.615 -2.494 -2.146 -0.0148 -0.0038 0.0017
H -2.772 -3.946 -1.180 0.0046 -0.0024 -0.0089
H -1.253 -3.589 -1.982 0.0057 -0.0049 -0.0097
H -3.877 -1.242 -1.214 -0.0007 0.0128 -0.0015
H -4.421 -0.491 0.282 -0.0038 0.0143 -0.0160
H -4.680 -2.204 0.009 0.0102 -0.0054 0.0022
C -1.671 0.433 -5.528 0.0112 0.0395 -0.0317
C -1.793 -0.828 -4.670 -0.0317 -0.0571 0.0401
C -0.495 -1.224 -4.054 -0.1641 -0.0186 0.0619
N -0.256 -1.254 -2.785 0.1482 0.0449 0.0167
N 1.020 -1.616 -2.449 0.1419 0.1051 0.1974
C 1.794 -1.804 -3.502 0.0864 -0.0689 0.0115
N 3.090 -2.079 -3.447 -0.0606 -0.0489 0.0057
S 0.900 -1.672 -4.985 -0.0329 0.0216 0.0385
H -2.650 0.715 -5.908 0.0008 -0.0141 -0.0023
H -1.018 0.274 -6.386 0.0017 0.0054 0.0086
H -1.278 1.269 -4.948 -0.0025 -0.0001 -0.0013
H -2.161 -1.664 -5.271 0.0086 0.0113 -0.0089
H -2.505 -0.690 -3.855 0.0071 0.0314 -0.0109
H 3.574 -2.070 -2.563 0.0133 0.0339 -0.0040
H 3.644 -2.205 -4.279 -0.0037 0.0285 -0.0099
O 8.077 4.076 -1.648 0.0310 0.0948 -0.0939
S 6.822 3.411 -1.474 0.1447 -0.4237 0.4843
O 5.814 4.097 -0.689 -0.0569 0.0923 -0.0064
O 6.284 2.702 -2.624 -0.1122 -0.0853 -0.2485
C 7.179 1.932 -0.421 0.1272 0.6814 -0.4699
N 8.368 1.351 -0.305 0.2477 -0.1523 0.1343
C 8.411 0.190 0.338 -0.1162 -0.1543 -0.0375
C 7.272 -0.475 0.813 -0.0129 0.2276 -0.0633
C 6.097 0.241 0.651 0.3834 -0.2266 -0.0295
N 6.072 1.438 0.087 -0.4688 -0.1659 0.1894
C 4.691 -0.174 0.791 -0.0843 0.0386 0.1025
C 3.774 0.877 0.963 -0.0466 0.1095 -0.0602
C 2.481 0.707 0.574 0.0701 -0.1381 0.1559
N 2.028 -0.481 0.085 0.0054 -0.0729 -0.0221
C 2.873 -1.536 0.074 -0.0349 0.0616 0.1853
C 4.188 -1.434 0.467 -0.0353 -0.0299 -0.1963
H 9.390 -0.265 0.450 -0.0059 0.0351 0.0129
H 7.338 -1.451 1.275 -0.0252 0.0076 0.0216
H 4.142 1.855 1.241 -0.0492 0.0107 0.0080
H 1.784 1.533 0.585 0.0038 0.0078 0.0084
H 2.466 -2.465 -0.300 0.0044 -0.0276 0.0105
H 4.840 -2.292 0.375 0.0061 0.0038 0.0106
C 1.175 2.307 -2.175 0.0228 0.0033 0.0007
O 0.678 1.041 -1.724 -0.1187 -0.2642 0.2401
H 2.096 2.534 -1.637 0.0359 0.0002 -0.0318
H 0.415 3.060 -1.976 0.0139 0.0235 0.0033
H 1.378 2.235 -3.241 0.0080 0.0240 -0.0218
C -1.011 2.756 3.585 0.0299 -0.0123 0.0387
C -1.210 2.172 2.234 0.0143 -0.0651 -0.0728
C -2.089 2.503 1.214 0.0128 0.0101 0.0122
C -1.802 1.641 0.159 -0.0366 0.0655 0.0273
N -0.808 0.809 0.508 0.1540 -0.1346 -0.0227
N -0.457 1.162 1.769 -0.0447 0.0439 -0.0021
C -2.431 1.581 -1.191 -0.0111 -0.0575 -0.0561
H -1.944 3.169 3.961 -0.0047 0.0018 -0.0059
H -0.280 3.565 3.538 -0.0116 0.0059 0.0123
H -0.648 2.010 4.293 0.0031 0.0139 0.0009
H -2.836 3.279 1.239 0.0022 -0.0084 -0.0156
H 0.208 0.608 2.286 0.0046 0.0061 0.0110
H -3.513 1.505 -1.104 -0.0345 0.0208 0.0128
H -2.090 0.711 -1.761 -0.0174 0.0109 0.0017
H -2.209 2.479 -1.768 0.0174 -0.0095 0.0058
```
Positions in Å, forces in eV/Å.

These are the Mulliken partial charges, in e, on atoms 1 to 6: Ti -0.58; C -2.40; C 1.09; C 1.09; C -2.61; C 1.79


# 4
Entry from the Open Molecules 2025 dataset: a structure of composition C16H15NO5RhS2 at a distorted geometry (wB97M-V/def2-TZVPD).

Values from the calculation:
Kohn-Sham gap = 7.32 eV
HOMO energy = -5.106 eV
charge = -1
energy relative to the best compared isomer or geometry (same formula, charge and spin) = 104.06 kJ/mol
electronic energy = -1956.675822 a.u.

XYZ file:
```
40
Properties=species:S:1:pos:R:3:forces:R:3
Rh -0.593 0.086 -0.146 0.0021 -0.7674 0.7626
S 3.904 -0.564 -0.495 -0.0432 0.0101 -0.0130
C 3.746 1.160 -0.354 -0.0795 -0.0345 -0.0090
C 4.749 2.121 -0.318 0.0497 0.0284 -0.0036
C 4.370 3.446 -0.218 0.0158 -0.0122 -0.0016
C 3.019 3.800 -0.156 -0.0379 -0.0155 0.0044
C 2.019 2.848 -0.186 0.0232 0.0329 0.0301
C 2.390 1.508 -0.286 0.0402 0.0564 0.1043
N 1.530 0.418 -0.329 -0.1338 -0.1307 -0.0441
C 2.174 -0.710 -0.452 0.0367 0.1894 -0.1028
C 1.440 -1.957 -0.587 -0.0465 -0.1217 0.0109
C 2.056 -3.203 -0.716 -0.0453 0.0031 0.0090
C 1.264 -4.327 -0.868 0.0297 -0.0327 0.0004
C -0.124 -4.200 -0.881 -0.0129 0.0461 0.0115
C -0.726 -2.958 -0.740 -0.0456 -0.0133 -0.0015
C 0.043 -1.806 -0.599 -0.0165 0.5419 -0.4648
H 5.792 1.840 -0.371 -0.0048 -0.0026 0.0004
H 5.130 4.218 -0.191 0.0029 -0.0052 -0.0001
H 2.744 4.844 -0.086 -0.0030 -0.0024 -0.0029
H 0.977 3.134 -0.150 -0.0092 -0.0179 -0.0195
H 3.137 -3.297 -0.701 0.0036 0.0151 0.0037
H 1.722 -5.303 -0.974 0.0063 0.0058 0.0002
H -0.736 -5.088 -0.998 -0.0101 0.0058 0.0029
H -1.804 -2.850 -0.723 0.0008 -0.0294 -0.0118
O -0.952 3.800 -0.887 0.0608 0.0436 -0.0022
S -1.585 2.536 -0.594 0.2138 -0.1013 -0.0837
O -3.020 2.547 -0.669 -0.0651 -0.0317 -0.0440
O -1.077 1.939 0.709 -0.1627 0.3287 0.0381
O -0.979 1.432 -1.533 0.0353 -0.0489 -0.3256
C -3.073 -0.896 2.371 0.0126 0.0007 -0.0130
C -3.257 -0.156 1.046 -0.1497 0.0513 -0.0197
C -4.680 -0.304 0.522 0.0018 0.0040 0.0094
O -2.381 -0.681 0.079 0.3107 0.0275 0.2158
H -3.715 -0.484 3.154 -0.0080 -0.0010 -0.0135
H -2.034 -0.817 2.700 -0.0085 0.0210 0.0127
H -3.310 -1.957 2.247 0.0153 -0.0052 -0.0110
H -3.071 0.908 1.215 0.0076 -0.0440 -0.0193
H -4.902 -1.359 0.337 0.0062 -0.0025 -0.0130
H -4.775 0.248 -0.412 -0.0047 0.0064 0.0026
H -5.410 0.085 1.238 0.0121 0.0020 0.0008
```
Positions in Å, forces in eV/Å.

These are the Mulliken partial charges, in e, on atoms 1 to 6: Rh 0.20; S -0.41; C 0.75; C -0.66; C -0.37; C -0.77


# 5
Entry from the Open Molecules 2025 dataset: a structure of composition C30H59ClO11P2 at a distorted geometry (wB97M-V/def2-TZVPD).

Values from the calculation:
Kohn-Sham gap = 9.81 eV
HOMO energy = -9.558 eV
charge = 0
electronic energy = -3149.004012 a.u.

XYZ file:
```
103
Properties=species:S:1:pos:R:3:forces:R:3
C 8.815 -1.886 2.763 -0.2743 1.2236 0.3221
C 8.393 -0.831 2.330 -0.2644 -0.9134 -0.1384
O 7.713 0.184 1.737 -0.9570 -0.8098 0.1911
P 6.058 -0.176 1.629 -2.6902 -2.5710 2.7767
O 5.722 -1.385 2.445 0.7002 1.8403 -1.5523
O 5.173 1.075 2.216 2.5540 -1.1034 -2.1961
C 5.622 2.348 1.676 -0.1567 1.9370 -0.4996
C 4.508 3.119 0.854 -0.0803 -0.8044 0.2988
C 3.227 2.269 0.516 -0.1716 1.1035 0.0843
C 2.049 3.272 0.195 -0.4819 -0.4972 -0.3149
C 1.040 2.736 -0.901 0.2704 0.3814 0.4337
C -0.143 1.875 -0.309 -0.3425 0.2328 -0.7767
C -1.560 2.485 -0.677 0.4242 -0.5232 0.7909
C -2.548 2.258 0.541 0.1242 -0.1416 -1.2491
C -2.898 0.715 0.702 -0.3105 1.1181 -1.1454
C -4.386 0.521 1.151 -0.2581 -0.1023 0.0438
C -4.679 0.040 2.618 -0.5617 0.2872 0.3580
C -3.486 -0.452 3.484 0.3283 0.0822 -0.0588
C -2.747 -1.769 3.009 -0.4201 0.2245 0.8211
C -3.580 -2.755 2.123 0.4379 -0.5617 -0.3821
C -3.281 -2.740 0.582 0.3466 -0.7343 -0.1595
C -1.754 -2.624 0.179 -0.6544 0.1512 -0.4664
O 5.605 -0.464 0.038 1.6210 0.3740 0.5967
P 6.945 -0.976 -0.896 1.8895 -0.5017 -0.2740
O 7.031 -2.654 -0.858 -1.6417 1.9801 0.1069
Cl 6.538 -0.494 -2.927 -0.7019 -0.4500 0.9982
H 9.137 -2.697 3.425 -0.1581 0.7913 -0.9015
H 5.934 2.979 2.540 -0.1757 -0.6263 -0.5403
H 6.515 2.260 1.008 -0.5561 -0.3377 0.6132
H 4.967 3.434 -0.116 -0.4093 -0.0159 0.7998
H 4.203 4.028 1.424 0.2457 -0.6527 -0.4206
H 3.461 1.629 -0.365 -0.3203 0.2683 0.6283
H 2.892 1.641 1.372 0.5249 0.2553 -0.6507
H 2.435 4.287 -0.082 -0.1591 -0.9207 0.0191
H 1.440 3.421 1.120 0.5794 0.0272 -0.5329
H 0.610 3.633 -1.411 0.2141 -0.7161 0.3465
H 1.615 2.180 -1.682 -0.4403 0.3086 0.5663
H -0.114 0.841 -0.727 0.1187 0.6469 0.4247
H -0.101 1.777 0.803 0.3082 0.2004 -0.7432
H -1.923 1.948 -1.593 0.0153 0.5160 0.7826
H -1.479 3.571 -0.924 -0.0541 -0.8679 0.3818
H -2.111 2.691 1.469 -0.2736 -0.2205 -0.5844
H -3.463 2.852 0.278 0.5324 -0.6351 0.4866
H -2.119 0.198 1.297 -0.6789 0.2702 -0.1512
H -2.811 0.306 -0.341 -0.0527 0.1705 0.8985
H -4.904 1.505 1.011 0.4283 -0.8227 0.1057
H -4.918 -0.170 0.447 0.6102 0.4868 0.5449
H -5.153 0.898 3.166 0.4644 -0.6960 -0.3395
H -5.490 -0.733 2.569 0.7522 0.5376 0.1646
H -2.722 0.369 3.522 -0.6309 -0.6005 -0.0012
H -3.814 -0.591 4.546 0.0160 0.1236 -0.9287
H -1.771 -1.456 2.571 -0.8147 -0.5502 -0.0474
H -2.476 -2.332 3.941 -0.1405 0.5067 -0.7482
H -3.340 -3.791 2.481 -0.1471 0.8208 -0.3201
H -4.687 -2.662 2.243 0.8940 0.1610 0.1893
H -3.883 -1.975 0.040 0.5354 -0.3875 0.4981
H -3.637 -3.729 0.182 0.0911 0.8262 0.3777
H -1.046 -2.695 1.036 -0.5897 0.0947 -0.6216
H -1.634 -1.656 -0.365 0.3269 -0.7785 0.5543
H -1.491 -3.437 -0.539 -0.0620 0.6419 0.5845
H 6.163 -3.045 -0.649 0.2431 -0.1805 -0.1377
O 1.205 -4.926 0.122 -0.1602 -0.4079 0.0784
C 2.314 -5.167 0.512 0.0837 0.5216 -0.0021
O 2.594 -6.351 1.082 -0.3064 -0.4257 -0.1819
C 3.920 -6.799 1.381 0.2164 0.0762 0.2391
C 4.378 -6.300 2.736 -0.0442 0.1979 0.0678
C 3.378 -4.106 0.452 0.5215 0.0630 -0.4373
H 4.614 -6.532 0.581 -0.0509 0.0930 0.0210
H 3.873 -7.889 1.395 -0.2112 0.0609 -0.0868
H 4.428 -5.210 2.767 0.0951 -0.0288 -0.0429
H 5.365 -6.698 2.979 -0.0315 -0.0031 -0.0188
H 3.674 -6.608 3.511 0.0395 -0.0844 -0.0628
H 3.303 -3.479 1.341 0.0958 -0.0079 -0.0152
H 3.208 -3.491 -0.431 -0.2558 0.0341 0.1558
H 4.390 -4.499 0.362 0.0306 -0.0364 0.2933
O -2.937 -0.635 -3.751 0.1158 -0.1826 0.1921
C -3.352 -1.761 -3.808 -0.1193 0.0926 -0.3632
O -2.744 -2.735 -3.112 0.2454 0.1000 0.4915
C -3.269 -4.055 -2.934 -0.0501 -0.2129 -0.2266
C -2.881 -4.958 -4.087 0.0264 0.0578 -0.1962
C -4.493 -2.123 -4.725 -0.5459 -0.0050 0.2552
H -4.348 -4.031 -2.770 0.0069 0.0831 -0.0829
H -2.827 -4.435 -2.013 0.0756 0.2257 -0.0116
H -3.297 -4.605 -5.032 -0.0800 -0.0474 0.0458
H -3.234 -5.976 -3.914 0.0167 0.0310 0.0195
H -1.796 -4.978 -4.205 -0.0350 -0.0321 0.1100
H -4.100 -2.326 -5.721 -0.0037 -0.0218 0.0368
H -5.174 -1.275 -4.775 0.2068 0.0682 -0.1163
H -5.081 -2.972 -4.381 0.1377 -0.1367 -0.1145
O -1.903 5.657 0.311 -0.0439 -0.0179 -0.2324
C -2.398 6.506 -0.380 0.1859 0.2970 0.2918
O -2.614 6.264 -1.684 -0.0995 -0.5044 -0.1628
C -3.382 7.113 -2.541 0.0425 0.2606 -0.1347
C -2.530 8.219 -3.128 0.1479 0.0947 0.0894
C -2.700 7.878 0.168 -0.5704 0.0789 0.1829
H -4.265 7.495 -2.025 0.0819 0.0219 0.0684
H -3.749 6.475 -3.346 0.0968 -0.1546 0.1505
H -2.133 8.875 -2.352 -0.0966 0.0308 -0.0126
H -3.111 8.823 -3.827 0.0066 -0.0333 0.0141
H -1.673 7.797 -3.657 -0.0994 -0.0382 -0.0343
H -1.803 8.494 0.104 -0.0306 -0.0135 -0.0256
H -2.987 7.773 1.213 0.2413 -0.0563 -0.0139
H -3.527 8.379 -0.330 0.1512 0.0946 -0.1344
```
Positions in Å, forces in eV/Å.

These are the Mulliken partial charges, in e, on atoms 1 to 6: C -0.01; C -0.22; O -0.34; P 1.18; O -0.73; O -0.35


# 6
Entry from the Open Molecules 2025 dataset: a structure of composition C2H8NOTi at a distorted geometry (wB97M-V/def2-TZVPD).

Values from the calculation:
Kohn-Sham gap (alpha / beta) = 4.28 / 5.82 eV
HOMO energy (alpha / beta) = -1.127 / -2.703 eV
charge = -1
⟨S²⟩ = 2.0094
spin multiplicity = 3
electronic energy = -1060.321377 a.u.

XYZ file:
```
13
Properties=species:S:1:pos:R:3:forces:R:3
C 0.922 -1.661 -0.951 -0.2298 -0.1200 -1.1874
Ti -0.083 -0.290 0.245 1.2149 0.2843 0.1217
N -0.972 1.510 -0.737 -1.3993 1.2794 -0.2364
H 1.475 0.310 0.588 0.6102 0.8279 -0.0089
H -1.377 0.080 1.278 -1.8277 -0.0474 0.5663
H 0.711 -2.530 -0.327 0.2034 -0.4602 -0.1653
H 1.984 -1.449 -1.163 -0.6859 -0.4264 -0.1356
H 0.202 -1.588 -1.816 0.7435 -0.4721 0.1083
H -0.447 2.359 -0.530 0.1880 -0.2518 0.0400
H -1.899 1.658 -0.284 0.9693 -0.4117 -0.2135
H -1.170 1.553 -1.734 0.1903 -0.1427 -0.0765
O 0.372 0.124 3.288 0.4864 0.1871 0.7969
C 0.283 -0.076 2.142 -0.4633 -0.2463 0.3904
```
Positions in Å, forces in eV/Å.

These are the Mulliken partial charges, in e, on atoms 1 to 6: C -0.85; Ti -0.54; N -0.60; H -0.03; H -0.10; H 0.15